No. 1
This record from OMol25 describes 11 unconnected molecules or ions with the total composition C40H62F4O11S5 in a non-equilibrium geometry. The level of theory is ωB97M-V/def2-TZVPD.

ORCA input file:
```
! wB97M-V def2-TZVPD RIJCOSX def2/J DEFGRID3
* xyz 0 1
F -5.489 -6.702 2.378
C -4.575 -5.855 1.897
C -4.604 -4.485 2.172
C -3.645 -3.638 1.649
C -2.502 -4.208 1.082
C -2.387 -5.569 0.863
C -3.432 -6.386 1.317
H -5.378 -4.127 2.842
H -3.763 -2.577 1.816
H -1.664 -3.580 0.808
H -1.513 -5.950 0.357
H -3.447 -7.441 1.068
F 2.510 0.133 7.397
C 1.774 0.981 6.659
C 1.970 2.338 6.873
C 1.136 3.233 6.208
C 0.150 2.800 5.341
C 0.034 1.428 5.115
C 0.771 0.498 5.810
H 2.850 2.610 7.439
H 1.256 4.299 6.356
H -0.354 3.559 4.761
H -0.637 1.114 4.324
H 0.714 -0.549 5.543
F -2.688 0.594 2.314
C -3.184 1.731 2.824
C -4.198 1.764 3.734
C -4.607 2.972 4.343
C -3.892 4.135 4.107
C -2.870 4.137 3.125
C -2.533 2.934 2.559
H -4.678 0.818 3.965
H -5.458 2.924 5.006
H -4.318 5.002 4.595
H -2.451 5.030 2.684
H -1.671 2.880 1.898
F -3.133 -0.948 -8.278
C -2.438 -0.940 -7.136
C -2.184 0.251 -6.497
C -1.563 0.321 -5.249
C -1.105 -0.884 -4.698
C -1.354 -2.095 -5.327
C -2.026 -2.126 -6.530
H -2.591 1.175 -6.897
H -1.333 1.228 -4.710
H -0.530 -0.785 -3.784
H -1.026 -3.032 -4.898
H -2.161 -3.068 -7.047
C -1.979 4.845 -2.438
S -0.670 3.567 -2.614
O -1.229 2.192 -2.412
C -0.439 3.908 -4.369
H -1.506 5.793 -2.695
H -2.323 4.935 -1.412
H -2.736 4.598 -3.181
H -1.393 3.856 -4.907
H 0.258 3.245 -4.873
H -0.170 4.961 -4.444
C -2.492 -4.418 5.065
S -1.064 -3.574 4.323
O -1.266 -2.113 4.684
C 0.252 -4.186 5.463
H -3.378 -4.043 4.568
H -2.503 -4.276 6.143
H -2.298 -5.463 4.809
H 0.416 -5.260 5.394
H -0.133 -3.927 6.453
H 1.205 -3.665 5.402
C 3.851 2.896 -4.207
S 3.379 2.322 -2.525
O 2.250 3.218 -2.109
C 2.715 0.720 -3.079
H 4.773 2.387 -4.498
H 4.058 3.960 -4.311
H 3.052 2.639 -4.902
H 2.127 0.236 -2.294
H 3.524 0.028 -3.313
H 2.042 0.903 -3.917
C -4.577 1.967 -0.398
S -5.529 1.861 -1.931
O -6.042 3.210 -2.367
C -4.109 1.424 -3.005
H -3.712 2.641 -0.447
H -4.082 1.047 -0.082
H -5.222 2.395 0.368
H -3.492 2.315 -3.009
H -4.457 1.167 -3.999
H -3.642 0.637 -2.416
C -0.973 -0.408 -0.468
S 0.264 -1.343 0.487
O 1.351 -1.287 -0.541
C 0.511 -0.015 1.705
H -1.730 -0.079 0.252
H -1.528 -1.078 -1.122
H -0.481 0.462 -0.890
H 0.124 0.971 1.465
H 1.562 0.039 1.990
H 0.024 -0.426 2.596
C 4.553 -0.714 -0.041
O 4.815 0.684 -0.001
C 6.066 1.076 0.179
O 7.014 0.323 0.115
O 6.161 2.354 0.421
C 7.394 2.872 0.899
H 3.483 -0.879 0.081
H 5.045 -1.268 0.757
H 4.812 -1.049 -1.046
H 7.362 3.957 0.952
H 8.161 2.506 0.219
H 7.573 2.541 1.923
C 2.561 -3.020 -2.936
O 3.789 -2.590 -3.540
C 4.958 -2.973 -3.017
O 5.097 -3.485 -1.939
O 5.898 -2.590 -3.867
C 7.255 -2.585 -3.375
H 2.522 -4.098 -2.794
H 1.746 -2.543 -3.468
H 2.606 -2.542 -1.955
H 7.654 -3.569 -3.135
H 7.151 -1.947 -2.498
H 7.958 -2.192 -4.103
*
```

The calculation puts the calculated total energy at -130048.265 eV. The LUMO energy comes out at 0.333 eV.

No. 2
This record from OMol25 describes a molecular structure, C40H63BrCl20N2O4PS2 in a non-equilibrium geometry. The level of theory is ωB97M-V/def2-TZVPD.

ORCA input file:
```
! wB97M-V def2-TZVPD RIJCOSX def2/J DEFGRID3
* xyz 1 1
O -6.181 0.504 -6.219
C -5.231 0.110 -5.504
O -5.280 -1.258 -5.074
C -4.017 1.014 -5.003
C -4.176 1.872 -3.694
C -2.955 2.713 -3.205
C -2.940 3.624 -1.870
C -1.608 3.686 -1.043
C -1.480 4.587 0.243
C -2.693 5.448 0.710
C -4.045 5.373 -0.080
C -4.146 4.466 -1.355
N -1.737 2.714 -3.980
C -1.529 1.942 -5.208
C -0.065 2.093 -5.868
C 1.010 1.814 -4.658
C 2.335 1.126 -5.236
S 3.660 0.835 -3.966
C 2.943 0.916 -2.250
S 2.512 2.456 -1.677
N 2.812 -0.324 -1.469
C 1.850 -1.182 -2.230
C 1.139 -2.338 -1.364
O 0.920 -2.019 0.028
C 2.124 -1.460 0.639
C 2.343 -0.015 -0.089
C -2.671 1.054 -5.802
P -2.266 0.114 -7.397
O -1.873 -1.487 -6.878
Br -4.095 0.030 -8.777
H -4.826 -1.290 -4.190
H -5.139 1.914 -3.084
H -0.662 3.102 -1.343
H -0.502 4.625 0.852
H -2.572 6.127 1.631
H -4.905 6.014 0.308
H -5.127 4.431 -1.931
H -0.953 3.314 -3.639
H 0.112 3.154 -6.274
H 0.156 1.296 -6.660
H 1.220 2.851 -4.207
H 0.443 1.120 -3.925
H 2.087 0.114 -5.708
H 2.762 1.830 -6.037
H 1.062 -0.579 -2.823
H 2.478 -1.725 -3.041
H 1.669 -3.358 -1.523
H 0.085 -2.484 -1.825
H 2.983 -2.188 0.375
H 2.065 -1.369 1.774
H 3.037 0.666 0.511
H 1.293 0.483 -0.056
H -1.515 -1.460 -5.960
Cl -4.313 1.917 -0.917
C -5.702 0.870 -0.508
C -5.745 0.529 0.968
Cl -4.409 -0.546 1.446
H -5.645 -0.029 -1.126
H -6.605 1.419 -0.788
H -6.673 0.003 1.201
H -5.698 1.426 1.590
Cl 4.875 -2.412 -1.395
C 6.135 -1.157 -1.482
C 7.450 -1.626 -0.892
Cl 7.354 -1.835 0.874
H 5.762 -0.266 -0.973
H 6.269 -0.915 -2.539
H 8.227 -0.883 -1.081
H 7.771 -2.574 -1.328
Cl -1.379 -5.178 -11.672
C -2.865 -4.689 -10.821
C -3.040 -3.184 -10.794
Cl -1.827 -2.384 -9.763
H -2.831 -5.107 -9.813
H -3.700 -5.149 -11.353
H -4.020 -2.931 -10.384
H -2.969 -2.753 -11.795
Cl -5.915 -4.708 3.880
C -4.639 -3.484 3.668
C -3.292 -3.969 4.168
Cl -3.254 -4.136 5.941
H -4.953 -2.573 4.181
H -4.581 -3.269 2.599
H -2.516 -3.248 3.902
H -3.025 -4.933 3.732
Cl -1.279 7.856 -4.439
C 0.132 7.148 -5.262
C 0.229 5.652 -5.039
Cl 0.633 5.248 -3.350
H 1.026 7.665 -4.910
H 0.015 7.356 -6.327
H 1.024 5.235 -5.662
H -0.705 5.146 -5.295
Cl 10.028 -0.965 4.665
C 8.918 -2.336 4.916
C 7.466 -1.935 4.744
Cl 6.899 -0.853 6.046
H 9.107 -2.747 5.905
H 9.181 -3.096 4.176
H 6.829 -2.823 4.773
H 7.301 -1.429 3.790
Cl -6.283 -3.960 11.363
C -6.145 -3.963 9.587
C -5.089 -4.933 9.096
Cl -3.442 -4.407 9.523
H -5.934 -2.942 9.262
H -7.123 -4.250 9.194
H -5.127 -5.002 8.007
H -5.242 -5.934 9.506
Cl -6.909 6.634 1.527
C -7.413 8.328 1.293
C -6.309 9.307 1.642
Cl -5.966 9.337 3.389
H -8.308 8.502 1.892
H -7.682 8.435 0.240
H -6.609 10.319 1.361
H -5.381 9.069 1.119
Cl 8.132 -3.168 8.035
C 9.067 -2.735 9.489
C 10.544 -2.566 9.189
Cl 11.327 -4.111 8.778
H 8.896 -3.505 10.244
H 8.655 -1.795 9.862
H 11.058 -2.175 10.069
H 10.708 -1.872 8.361
Cl 3.692 -4.224 5.914
C 4.135 -5.657 6.876
C 5.609 -5.674 7.229
Cl 6.639 -5.942 5.801
H 3.846 -6.546 6.313
H 3.536 -5.623 7.788
H 5.814 -6.491 7.924
H 5.920 -4.740 7.700
*
```

The calculation puts the calculated total energy at -405107.289 eV. The LUMO energy comes out at -4.725 eV.

No. 3
This record from OMol25 describes 10 unconnected molecules or ions with the total composition C40H63F16N3O17S5 in a non-equilibrium geometry. The level of theory is ωB97M-V/def2-TZVPD.

ORCA input file:
```
! wB97M-V def2-TZVPD RIJCOSX def2/J DEFGRID3
* xyz 0 1
F -1.038 -10.470 4.988
C -0.477 -10.084 6.096
F -0.569 -11.109 6.981
C 0.901 -9.366 5.956
F 1.714 -10.323 5.407
F 1.305 -8.817 7.097
C 0.725 -8.257 4.870
O 1.760 -7.360 5.052
C 1.791 -6.139 4.129
F 1.766 -6.624 2.929
F 0.656 -5.409 4.322
C 2.913 -5.169 4.572
F 4.122 -5.704 4.898
F 2.924 -4.130 3.706
H -1.199 -9.340 6.432
H -0.132 -7.601 5.024
H 0.622 -8.776 3.918
H 2.602 -4.793 5.547
F -5.643 2.338 3.274
C -5.130 3.582 3.069
F -4.682 3.495 1.836
C -6.188 4.738 3.178
F -6.694 4.954 4.393
F -7.271 4.369 2.466
C -5.573 6.026 2.657
O -4.497 6.197 3.473
C -4.167 7.536 3.876
F -3.852 8.206 2.795
F -5.148 8.150 4.406
C -2.939 7.229 4.712
F -2.277 8.327 5.111
F -2.944 6.338 5.824
H -4.298 3.760 3.751
H -6.310 6.826 2.733
H -5.390 6.046 1.583
H -2.311 6.721 3.981
C 0.056 6.340 0.993
C 0.968 7.537 1.096
O 0.347 8.560 1.847
S 0.872 10.144 1.659
C 2.498 9.967 2.633
O 1.271 10.438 0.294
O -0.153 10.941 2.306
H -0.984 6.551 0.743
H 0.065 5.926 2.001
H 0.392 5.606 0.260
H 1.875 7.247 1.625
H 1.188 7.731 0.046
H 3.210 10.782 2.510
H 3.041 9.059 2.369
H 2.255 10.027 3.694
C -9.093 -5.138 5.087
C -7.788 -4.537 4.461
O -6.779 -4.894 5.325
S -5.276 -5.416 4.727
C -4.743 -3.809 3.907
O -4.420 -5.804 5.850
O -5.539 -6.413 3.650
H -8.936 -6.207 4.947
H -9.934 -4.750 4.512
H -9.141 -4.688 6.079
H -7.609 -4.966 3.475
H -7.763 -3.452 4.361
H -3.667 -3.959 3.813
H -4.894 -2.929 4.531
H -5.220 -3.641 2.941
C -0.325 -1.957 -6.648
C 0.092 -0.527 -6.771
O -0.579 0.165 -7.797
S -0.195 1.764 -8.279
C 1.041 1.344 -9.621
O -1.414 2.326 -8.943
O 0.540 2.397 -7.145
H -1.345 -2.144 -6.312
H 0.302 -2.421 -5.886
H -0.052 -2.597 -7.487
H 0.024 -0.093 -5.773
H 1.137 -0.434 -7.065
H 0.605 0.633 -10.322
H 1.831 0.754 -9.157
H 1.417 2.262 -10.073
C -4.293 -1.957 -2.332
C -4.313 -3.455 -2.224
O -3.783 -3.794 -0.941
S -2.962 -5.211 -0.963
C -4.416 -6.416 -1.035
O -2.141 -5.428 -2.163
O -2.384 -5.380 0.406
H -4.900 -1.486 -1.559
H -4.759 -1.861 -3.313
H -3.287 -1.539 -2.320
H -5.310 -3.855 -2.412
H -3.767 -3.879 -3.066
H -4.562 -6.591 -2.101
H -5.267 -5.995 -0.499
H -4.088 -7.294 -0.479
C 9.765 3.794 0.476
C 8.651 4.457 1.260
O 7.563 4.803 0.381
S 5.947 4.322 0.630
C 6.152 2.510 0.492
O 5.592 4.637 2.026
O 5.219 4.844 -0.514
H 10.545 3.434 1.147
H 10.233 4.435 -0.271
H 9.483 2.818 0.081
H 8.336 3.910 2.149
H 9.058 5.375 1.683
H 5.217 1.977 0.662
H 7.012 2.155 1.061
H 6.223 2.393 -0.589
C 2.025 -8.994 -4.405
C 2.665 -7.850 -5.026
C 3.519 -7.055 -4.238
N 3.899 -7.367 -2.986
C 3.427 -8.536 -2.494
C 2.499 -9.340 -3.153
H 1.199 -9.535 -4.842
H 2.347 -7.486 -5.992
H 3.826 -6.055 -4.505
H 3.799 -8.953 -1.570
H 2.064 -10.257 -2.784
C 0.180 -0.964 -0.229
C 0.171 0.295 -0.845
C 1.169 0.655 -1.729
N 2.152 -0.240 -2.098
C 2.044 -1.469 -1.625
C 1.152 -1.894 -0.667
H -0.577 -1.121 0.525
H -0.608 0.956 -0.496
H 1.281 1.630 -2.180
H 2.665 -2.247 -2.044
H 1.242 -2.887 -0.252
C 3.712 7.989 -4.741
C 4.673 8.859 -5.277
C 5.621 8.374 -6.109
N 5.550 7.091 -6.620
C 4.515 6.300 -6.260
C 3.593 6.705 -5.258
H 2.941 8.238 -4.027
H 4.739 9.877 -4.923
H 6.306 9.077 -6.559
H 4.391 5.368 -6.790
H 2.803 6.025 -4.977
*
```

As for the structure (SMILES): FC(F)C(F)(F)COC(F)(F)C(F)F.FC(F)C(F)(F)COC(F)(F)C(F)F.CCOS(C)(=O)=O.CCOS(C)(=O)=O.CCOS(C)(=O)=O.CCOS(C)(=O)=O.CCOS(C)(=O)=O.c1ccncc1.c1ccncc1.c1ccncc1. The calculation puts the calculated total energy at -179425.380 eV. The LUMO energy comes out at -0.071 eV. The value obtained for the energy above the lowest of the compared OMol25 structures with the same formula, charge and spin is 509.7 kJ/mol.

Number 1: frontier orbital gap 8.83 eV. Number 2: frontier orbital gap 6.04 eV. Number 3: frontier orbital gap 9.44 eV.